(1)
C19H20BN10OOsS | ωB97M-V/def2-TZVPD

Positions of all 53 atoms, in Å:
Os: 0.9173 0.6213 1.2706
C: -0.4589 4.5427 2.4255
C: -0.0089 3.2601 2.6983
N: 0.1715 2.5974 1.5533
N: -0.1512 3.4280 0.5352
C: -0.5312 4.6083 1.0514
B: 0.0064 2.8432 -0.8738
N: -0.8423 1.5024 -0.8829
C: -1.7540 1.0878 -1.7565
C: -2.1198 -0.2321 -1.4748
C: -1.3460 -0.6040 -0.4031
N: -0.6019 0.4610 -0.0109
N: 1.5150 2.3970 -1.0007
C: 2.4037 2.6780 -1.9444
C: 3.5492 1.9166 -1.7476
C: 3.2938 1.1543 -0.6326
N: 2.0426 1.4383 -0.1735
N: -0.3815 3.6825 -2.0374
C: -0.9328 4.9184 -2.2277
C: -1.0661 5.1202 -3.5698
C: -0.5696 3.9387 -4.1574
N: -0.1629 3.0772 -3.2495
H: -0.6933 5.3201 3.1300
H: 0.2015 2.7857 3.6417
H: -0.8237 5.4312 0.4284
H: -2.0802 1.7417 -2.5473
H: -2.8398 -0.8290 -2.0057
H: -1.2983 -1.5333 0.1399
H: 2.1636 3.3805 -2.7238
H: 4.4471 1.9334 -2.3392
H: 3.9257 0.4561 -0.1068
H: -1.2075 5.5744 -1.4234
H: -1.4657 5.9906 -4.0592
H: -0.4955 3.6861 -5.2033
N: -0.1419 -2.4600 2.2026
C: 0.7270 -2.6835 1.2296
S: 1.8739 -1.4527 0.7280
N: 0.7936 -3.8531 0.6293
C: 0.0756 -5.0323 1.0586
C: 0.7948 -6.1037 1.5649
C: 0.1060 -7.2381 1.9660
C: -1.2782 -7.2863 1.8680
C: -1.9841 -6.2056 1.3577
C: -1.3061 -5.0693 0.9403
H: -0.0284 -1.6493 2.7950
H: -0.7157 -3.2238 2.5415
H: 1.4702 -3.9489 -0.1161
H: 1.8731 -6.0523 1.6448
H: 0.6529 -8.0839 2.3585
H: -1.8087 -8.1734 2.1852
H: -3.0605 -6.2507 1.2685
H: -1.8462 -4.2359 0.5055
O: 0.9965 0.6278 2.9491

## Properties
Total energy   -1872.107864 hartree
Spin multiplicity   2
<S²>   0.76
Max |F|   0.0150 hartree/bohr
E_LUMO (alpha / beta)   -8.403 / -8.573 eV
Charge   +2
Gap between HOMO and LUMO (alpha / beta)   6.1097 / 5.9395 eV
HOMO energy (alpha / beta)   -14.513 / -14.513 eV

***

(2)
C19H20Br2N2O2 | ωB97M-V/def2-TZVPD

Positions of all 45 atoms, in Å:
C: -4.2121 3.1205 -3.7050
O: -3.0691 3.3537 -2.8601
C: -2.2559 2.3097 -2.5494
C: -2.4846 0.9583 -2.9365
C: -1.7096 -0.0455 -2.3733
C: -0.6600 0.2510 -1.4357
C: 0.0440 -0.7683 -0.7255
C: -0.4493 -2.0888 -0.5556
C: 0.4489 -3.1885 -0.2887
C: 0.0141 -4.4284 0.0825
Br: 1.1565 -5.8785 0.4386
C: -1.4377 -4.7224 0.2744
O: -1.8505 -5.8180 0.6706
C: -2.3468 -3.6081 -0.1097
Br: -4.1935 -3.9825 0.0317
C: -1.8609 -2.3814 -0.4703
C: -0.3427 1.6321 -1.2257
C: -1.1375 2.6287 -1.7349
H: -4.6620 4.1087 -3.7887
H: -3.9112 2.7553 -4.6974
H: -4.9171 2.4168 -3.2404
H: -3.2828 0.7193 -3.6507
H: -1.9110 -1.0822 -2.6639
H: 1.0026 -0.5085 -0.2573
H: 1.5251 -3.0202 -0.3626
H: -2.5919 -1.5906 -0.6458
H: 0.5303 1.8873 -0.6154
H: -0.9738 3.6854 -1.5090
C: 0.1866 1.3906 3.3804
N: 0.8092 0.4374 2.7900
N: 1.9561 0.4379 2.1469
C: 2.9040 -0.6059 2.5767
C: 4.2904 -0.0346 2.3022
C: 4.1101 1.3833 1.7529
C: 2.6187 1.7151 1.7774
H: -0.8538 1.1478 3.6075
H: 0.6086 2.3565 3.7428
H: 2.6831 -1.5292 2.0199
H: 2.7479 -0.8373 3.6486
H: 4.8076 -0.6810 1.5927
H: 4.8821 -0.0440 3.2213
H: 4.6740 2.1138 2.3375
H: 4.4808 1.4489 0.7290
H: 2.3951 2.5397 2.4885
H: 2.2380 2.0460 0.7896

## Properties
Total energy   -6143.887703 hartree
Max |F|   0.0576 hartree/bohr
E_LUMO   -1.376 eV
Charge   0
Gap between HOMO and LUMO   6.2980 eV
HOMO energy   -7.674 eV

***

(3)
C19H20BrFeNOP | ωB97M-V/def2-TZVPD

Positions of all 44 atoms, in Å:
Fe: 0.0046 -0.0764 0.4012
Br: 1.8151 -1.7355 -0.0565
C: 0.6374 -3.2354 -0.1310
C: 1.1869 -4.4701 -0.0515
C: 0.3177 -5.5940 -0.0542
C: -1.0276 -5.4158 -0.1362
C: -1.5963 -4.1148 -0.2027
C: -2.9974 -3.9203 -0.2629
C: -3.4996 -2.6537 -0.2824
C: -2.6398 -1.5271 -0.2458
C: -1.2682 -1.6230 -0.1928
C: -0.7562 -2.9616 -0.1778
H: 2.2604 -4.5946 0.0092
H: 0.7356 -6.5919 0.0107
H: -1.6925 -6.2745 -0.1392
H: -3.6529 -4.7845 -0.2793
H: -4.5742 -2.5092 -0.3190
H: -3.1006 -0.5443 -0.2414
N: -0.2279 0.2803 2.1780
C: -0.9831 1.1323 2.8448
C: -0.6807 1.5776 4.1883
C: -1.4073 2.5590 4.8338
C: -2.5237 3.1783 4.2473
C: -2.9076 2.7227 2.9838
C: -2.1944 1.7395 2.3157
H: 0.1774 1.1232 4.6732
H: -1.1081 2.8584 5.8357
H: -3.0761 3.9557 4.7612
H: -3.7925 3.1491 2.5151
H: -2.5256 1.3840 1.3434
C: 1.3585 4.3145 -1.0988
P: 0.2004 3.3801 -0.0907
C: -1.4202 4.0388 -0.4502
C: 0.5740 3.8037 1.5989
O: 0.3109 1.9188 -0.3874
H: 1.2870 5.3893 -0.9248
H: 1.1679 4.0921 -2.1494
H: 2.3619 3.9674 -0.8481
H: -1.4562 5.1250 -0.3499
H: -2.1073 3.5801 0.2604
H: -1.6990 3.7433 -1.4626
H: 0.6126 4.8868 1.7346
H: 1.5353 3.3561 1.8569
H: -0.1918 3.3665 2.2419

## Properties
Total energy   -5045.111491 hartree
Spin multiplicity   5
<S²>   6.04
Max |F|   0.0226 hartree/bohr
E_LUMO (alpha / beta)   2.621 / 2.621 eV
Charge   -1
Gap between HOMO and LUMO (alpha / beta)   4.6745 / 5.0030 eV
HOMO energy (alpha / beta)   -2.054 / -2.382 eV

***

(4)
C19H20Cl3N3OSW | ωB97M-V/def2-TZVPD

Positions of all 48 atoms, in Å:
W: -0.4677 -0.7956 2.0737
C: -0.2495 -0.0724 4.1712
C: -1.2244 -1.1130 4.2672
C: -0.5982 -2.3431 3.9607
C: 0.7417 -2.1023 3.6369
C: 0.9822 -0.6926 3.7557
H: -0.4035 0.9701 4.4050
H: -2.2630 -0.9869 4.5362
H: -1.0886 -3.3035 3.9307
H: 1.4619 -2.8570 3.3647
H: 1.9356 -0.2078 3.6204
C: 2.9170 2.5259 -1.9740
C: 2.5167 1.1357 -2.4391
N: 2.4514 0.1794 -1.3060
C: 3.6844 -0.5950 -1.0765
C: 3.7059 -1.8814 -1.8893
C: 1.3625 0.0693 -0.5884
S: 1.3451 -1.2666 0.5902
N: 0.3296 0.8736 -0.9297
C: -0.7409 1.1251 -0.2763
O: -0.9173 0.6458 0.9888
C: -1.8119 1.9568 -0.7928
C: -2.9367 2.2375 -0.0061
C: -3.9486 3.0316 -0.5091
C: -3.8419 3.5479 -1.7958
C: -2.7273 3.2742 -2.5803
C: -1.7113 2.4825 -2.0847
H: 3.0158 3.1803 -2.8388
H: 3.8747 2.5106 -1.4529
H: 2.1613 2.9464 -1.3106
H: 3.2508 0.7300 -3.1328
H: 1.5508 1.1485 -2.9342
H: 3.7882 -0.7947 -0.0127
H: 4.5057 0.0576 -1.3688
H: 2.8971 -2.5504 -1.5966
H: 4.6529 -2.3926 -1.7224
H: 3.6176 -1.6758 -2.9559
H: -3.0057 1.8420 0.9970
H: -4.8161 3.2555 0.0957
H: -4.6329 4.1727 -2.1891
H: -2.6542 3.6837 -3.5783
H: -0.8370 2.2632 -2.6817
Cl: -3.4264 -5.4122 1.3533
C: -2.8556 -4.3518 0.0770
Cl: -4.1851 -3.6120 -0.8066
Cl: -1.7383 -5.1716 -1.0028
C: -2.1176 -3.2558 0.7428
N: -1.5493 -2.4118 1.2653

## Properties
Total energy   -2820.822998 hartree
Max |F|   0.0187 hartree/bohr
E_LUMO (alpha / beta)   -7.602 / -7.604 eV
Charge   +2
Gap between HOMO and LUMO (alpha / beta)   6.9537 / 6.9531 eV
HOMO energy (alpha / beta)   -14.555 / -14.557 eV

***

(5)
C19H20ClF3N3O7ReS | ωB97M-V/def2-TZVPD

Positions of all 55 atoms, in Å:
Re: -1.2613 0.3661 0.0980
O: 2.2002 -2.6234 -0.6142
C: 1.1366 -1.9987 -0.1423
O: 0.0877 -1.9005 -0.7437
C: 1.2755 -1.5224 1.2650
C: 2.3826 -1.7289 2.0800
C: 2.3296 -1.2599 3.3866
C: 1.1675 -0.6655 3.8560
C: 0.1106 -0.4927 2.9639
N: 0.1915 -0.8933 1.7014
C: -1.1996 0.1945 3.2477
O: -1.5216 0.5270 4.4679
O: -2.0096 0.3282 2.3405
H: 2.0393 -2.9723 -1.5061
H: 3.2505 -2.2403 1.6934
H: 3.1954 -1.3511 4.0265
H: 1.1152 -0.3064 4.8720
H: -0.7923 0.4935 5.1044
F: 2.4889 3.0526 0.3315
C: 2.1889 2.6686 1.5739
F: 2.4853 3.6607 2.4021
F: 3.0148 1.6358 1.8761
C: 0.7211 2.1281 1.7284
O: 0.3233 1.9423 2.8659
O: 0.1752 1.8514 0.6301
C: 3.6366 2.1256 -4.3868
C: 3.0636 1.4822 -3.1795
C: 3.8342 1.0133 -2.1071
C: 3.1561 0.4227 -1.0553
N: 1.8330 0.3097 -1.0222
C: 1.1834 0.8030 -2.0725
S: -0.5543 0.7395 -2.1342
N: 1.7472 1.3505 -3.1261
H: 4.6726 1.8407 -4.5398
H: 3.5916 3.2089 -4.2682
H: 3.0408 1.8679 -5.2586
H: 4.9057 1.1051 -2.1103
H: 3.6829 0.0101 -0.2048
Cl: -4.2488 1.3741 0.5003
C: -2.7793 1.8536 -0.2802
H: -2.4573 2.8038 0.1547
H: -2.9933 1.9905 -1.3433
C: -4.8878 -1.8900 -0.5884
C: -4.3386 -1.6759 -2.0096
C: -2.8255 -1.6979 -1.8140
O: -2.6235 -1.2018 -0.4851
C: -3.6449 -1.8067 0.3140
H: -5.3761 -2.8565 -0.4895
H: -5.6056 -1.1154 -0.3317
H: -4.6473 -0.7099 -2.4023
H: -4.6585 -2.4480 -2.7027
H: -2.2732 -1.0620 -2.5073
H: -2.4222 -2.7161 -1.8639
H: -3.8009 -1.2018 1.2094
H: -3.3067 -2.8109 0.6025

## Properties
Total energy   -2663.046994 hartree
Spin multiplicity   2
<S²>   0.77
Max |F|   0.0468 hartree/bohr
E_LUMO (alpha / beta)   -5.128 / -4.560 eV
Charge   +1
Gap between HOMO and LUMO (alpha / beta)   6.3902 / 6.9265 eV
HOMO energy (alpha / beta)   -11.518 / -11.486 eV

***

(6)
C19H20ClN3O2 | ωB97M-V/def2-TZVPD

Positions of all 45 atoms, in Å:
O: 0.1081 -0.1039 -2.0973
C: 0.0647 0.6389 -1.1371
N: 1.1748 1.1141 -0.4737
C: 2.4693 0.6228 -0.5321
C: 2.9162 -0.2578 -1.5135
C: 4.2193 -0.7177 -1.5020
C: 5.1071 -0.3066 -0.5232
C: 4.6841 0.5725 0.4591
C: 3.3807 1.0247 0.4492
Cl: 2.8613 2.1138 1.6996
N: -1.1160 1.1391 -0.6785
C: -2.3734 0.7207 -1.2720
C: -3.2987 1.9255 -1.0046
C: -2.5693 2.7351 0.0798
C: -1.5125 1.7415 0.5775
C: -2.1656 0.6708 1.4860
C: -2.1870 -0.7201 0.8192
O: -3.0550 -1.5806 1.5508
C: -0.8110 -1.3720 0.7553
C: -0.6388 -2.5610 0.0503
C: 0.6065 -3.1606 0.0062
C: 1.6502 -2.5639 0.6947
N: 1.4929 -1.4705 1.4170
C: 0.3021 -0.8992 1.4455
C: -2.8308 -0.5732 -0.5762
H: 1.0284 1.7553 0.2948
H: 2.2200 -0.5797 -2.2696
H: 4.5429 -1.4042 -2.2697
H: 6.1245 -0.6656 -0.5174
H: 5.3599 0.9014 1.2336
H: -2.2249 0.5388 -2.3369
H: -4.2791 1.5946 -0.6679
H: -3.4354 2.5158 -1.9085
H: -3.2286 3.0777 0.8743
H: -2.0748 3.6030 -0.3565
H: -0.6876 2.2411 1.0870
H: -3.2078 0.9339 1.6738
H: -1.6706 0.6181 2.4564
H: -2.6620 -1.7671 2.4108
H: -1.4762 -3.0213 -0.4523
H: 0.7606 -4.0720 -0.5496
H: 2.6497 -2.9771 0.6837
H: 0.2615 -0.0117 2.0628
H: -2.5683 -1.4288 -1.1935
H: -3.9118 -0.5850 -0.4352

## Properties
Total energy   -1511.005206 hartree
Max |F|   0.0116 hartree/bohr
E_LUMO   0.581 eV
Charge   0
Gap between HOMO and LUMO   8.8243 eV
HOMO energy   -8.243 eV